[1]
{
  "formula": "C49H42ClMnN3O3P2S3",
  "method": "ωB97M-V with the def2-TZVPD basis set",
  "molar_mass_da": 969.4,
  "s_squared": 1.033,
  "fmax_ev_per_a": 1.40,
  "orbital_gap_ha": [0.29115, 0.27319],
  "homo_ev": [-7.49, -7.01],
  "total_energy_ev": -157034.1932,
  "total_charge": 0,
  "multiplicity": 2,
  "symbols": ["Mn", "O", "S", "C", "C", "C", "C", "C", "C", "P", "C", "C", "C", "C", "C", "C", "C", "C", "C", "C", "C", "C", "C", "C", "C", "C", "C", "C", "P", "C", "C", "C", "C", "C", "C", "C", "C", "C", "C", "C", "C", "H", "H", "H", "H", "H", "H", "H", "H", "H", "H", "H", "H", "H", "H", "H", "H", "H", "H", "H", "H", "H", "H", "H", "H", "H", "H", "H", "H", "S", "C", "C", "C", "C", "C", "C", "C", "C", "C", "N", "H", "H", "H", "H", "H", "H", "C", "N", "C", "N", "S", "H", "H", "H", "H", "H", "H", "Cl", "C", "C", "O", "O", "H", "H"],
  "positions_angstrom": [[-0.6226, -0.2613, -0.1117], [3.0123, -0.9831, -1.0526], [2.1119, -0.2182, -0.1336], [2.4884, -0.8054, 1.5334], [3.7349, -1.3923, 1.7351], [4.1257, -1.7438, 3.0141], [3.2695, -1.5187, 4.0856], [2.0041, -1.0014, 3.8583], [1.5900, -0.6440, 2.5707], [-0.1755, -0.2317, 2.2157], [-0.9169, -1.6228, 3.1645], [-1.7138, -1.5043, 4.2982], [-2.1798, -2.6434, 4.9543], [-1.8526, -3.9056, 4.4858], [-1.0389, -4.0319, 3.3647], [-0.5733, -2.8985, 2.7167], [-0.4742, 1.2444, 3.2463], [-1.7866, 1.6780, 3.4508], [-2.0424, 2.8348, 4.1737], [-0.9917, 3.5834, 4.6895], [0.3157, 3.1720, 4.4786], [0.5742, 2.0117, 3.7545], [2.9536, 1.3609, 0.0404], [4.3157, 1.4489, 0.3164], [4.9327, 2.6829, 0.3054], [4.1949, 3.8216, -0.0021], [2.8459, 3.7256, -0.2953], [2.1981, 2.4830, -0.2737], [0.4086, 2.2461, -0.7090], [0.5364, 2.3379, -2.5421], [-0.5984, 2.6710, -3.2839], [-0.5441, 2.7381, -4.6676], [0.6405, 2.4461, -5.3329], [1.7673, 2.0895, -4.6077], [1.7169, 2.0363, -3.2187], [-0.1025, 3.9868, -0.2899], [-0.4251, 5.0046, -1.1783], [-0.7153, 6.2874, -0.7103], [-0.6825, 6.5702, 0.6462], [-0.3494, 5.5600, 1.5450], [-0.0630, 4.2900, 1.0770], [4.3686, -1.5845, 0.8736], [5.0971, -2.1981, 3.1794], [3.5793, -1.7791, 5.0929], [1.3050, -0.8968, 4.6819], [-1.9723, -0.5296, 4.6896], [-2.7977, -2.5331, 5.8395], [-2.2233, -4.7877, 4.9954], [-0.7664, -5.0135, 2.9903], [0.0740, -2.9966, 1.8496], [-2.6113, 1.1093, 3.0355], [-3.0661, 3.1572, 4.3256], [-1.1925, 4.4903, 5.2492], [1.1403, 3.7529, 4.8752], [1.5998, 1.7056, 3.5846], [4.8874, 0.5543, 0.5248], [5.9910, 2.7606, 0.5281], [4.6809, 4.7915, -0.0234], [2.2983, 4.6228, -0.5578], [-1.5338, 2.8714, -2.7717], [-1.4368, 2.9943, -5.2284], [0.6832, 2.4893, -6.4157], [2.6925, 1.8469, -5.1204], [2.6044, 1.7470, -2.6694], [-0.4348, 4.8260, -2.2426], [-0.9579, 7.0700, -1.4223], [-0.9084, 7.5698, 1.0033], [-0.3130, 5.7626, 2.6114], [0.1951, 3.5104, 1.7882], [-4.9064, 0.9282, 0.6993], [-4.0369, 2.3822, 0.7715], [-2.7010, 2.1817, 0.6073], [-2.2922, 0.8175, 0.3693], [-3.4302, 0.0524, 0.4224], [-3.3846, -1.3899, 0.3410], [-4.5103, -2.2098, 0.4647], [-4.3788, -3.5761, 0.3510], [-3.1185, -4.0907, 0.1207], [-2.0561, -3.2108, 0.0336], [-2.1590, -1.8807, 0.1390], [-4.5541, 3.3216, 0.9428], [-2.0320, 3.0167, 0.6953], [-5.4735, -1.7462, 0.6473], [-5.2383, -4.2322, 0.4485], [-2.9420, -5.1552, 0.0254], [-1.0719, -3.6163, -0.1236], [-2.7439, -3.8708, -3.6441], [-1.9142, -2.7626, -3.2107], [-2.3654, -1.5813, -2.8801], [-3.6882, -1.3531, -2.9836], [-1.3244, -0.2714, -2.4588], [-2.1453, -4.7784, -3.6022], [-3.0941, -3.7296, -4.6688], [-3.6097, -4.0108, -2.9902], [-0.9094, -2.9235, -3.0311], [-4.3441, -2.1092, -3.0929], [-4.0155, -0.4855, -2.5931], [1.3845, -5.5370, 0.1067], [1.9859, -3.8579, -0.1269], [0.9944, -3.0605, -0.9586], [0.7436, -3.4894, -2.0851], [0.4910, -2.0492, -0.3509], [2.9361, -3.9070, -0.6476], [2.1121, -3.4279, 0.8564]],
  "lowdin_spin": [1.025, 0.012, 0.020, 0.000, 0.001, 0.000, 0.001, 0.000, 0.000, -0.019, -0.002, -0.001, 0.000, 0.000, 0.000, -0.001, -0.005, -0.001, 0.000, -0.001, 0.000, -0.001, 0.004, 0.001, 0.000, 0.000, 0.001, 0.003, -0.004, -0.003, -0.001, 0.000, -0.001, 0.000, -0.001, -0.002, 0.000, 0.000, 0.000, 0.000, 0.000, 0.000, 0.000, 0.000, 0.000, 0.000, 0.000, 0.000, 0.000, 0.000, 0.000, 0.000, 0.000, 0.000, 0.000, 0.000, 0.000, 0.000, 0.000, 0.000, 0.000, 0.000, 0.000, 0.000, 0.000, 0.000, 0.000, 0.000, 0.000, -0.003, 0.001, 0.000, -0.007, -0.004, -0.002, -0.001, 0.000, -0.001, -0.001, -0.008, 0.000, 0.000, 0.000, 0.000, 0.000, 0.000, 0.000, -0.002, -0.003, -0.001, -0.006, 0.000, 0.000, 0.000, 0.000, 0.000, 0.000, 0.000, 0.000, 0.001, 0.001, 0.010, 0.000, 0.000]
}

***

[2]
{
  "formula": "C49H42F15GeO3PS3Zn",
  "method": "ωB97M-V with the def2-TZVPD basis set",
  "molar_mass_da": 1229.0,
  "fmax_ev_per_a": 2.94,
  "orbital_gap_ha": 0.21074,
  "homo_ev": -1.96,
  "total_energy_ev": -245131.9748,
  "total_charge": -2,
  "symbols": ["Zn", "S", "C", "C", "C", "C", "C", "C", "S", "H", "H", "H", "H", "C", "C", "C", "C", "C", "C", "P", "C", "C", "C", "C", "C", "C", "C", "C", "C", "C", "C", "C", "H", "H", "H", "H", "H", "H", "H", "H", "H", "H", "H", "H", "H", "H", "H", "H", "H", "H", "H", "H", "H", "H", "H", "H", "H", "H", "H", "H", "H", "H", "H", "H", "H", "F", "C", "C", "C", "F", "C", "F", "C", "F", "C", "F", "Ge", "S", "C", "C", "F", "C", "F", "C", "F", "C", "F", "C", "F", "C", "C", "F", "C", "F", "C", "F", "C", "F", "C", "F", "O", "C", "C", "C", "C", "C", "C", "C", "O", "O", "H", "H", "H", "H", "H"],
  "positions_angstrom": [[0.1447, -2.4107, 0.8749], [2.2633, -1.8566, 1.7091], [3.1470, -2.6492, 0.4177], [4.5441, -2.4574, 0.3976], [5.4353, -3.0854, -0.5207], [4.8723, -3.9379, -1.4304], [3.5162, -4.1485, -1.3950], [2.5896, -3.4493, -0.5494], [0.8717, -3.6373, -0.9009], [4.9784, -1.7172, 1.0717], [6.4944, -2.8897, -0.5844], [5.5255, -4.4848, -2.1159], [3.0732, -4.7870, -2.1253], [5.6741, 5.3985, 1.8359], [5.7081, 5.1832, 0.3507], [5.1517, 3.8106, -0.0421], [3.8973, 3.5068, 0.7378], [4.3973, 3.3134, 2.2189], [5.6940, 4.0674, 2.5790], [3.0227, 1.9515, 0.2175], [1.2922, 2.0734, 0.9630], [1.3656, 2.0315, 2.5173], [-0.0769, 1.5862, 3.0934], [-1.2531, 2.2207, 2.2486], [-0.7381, 3.5016, 1.4940], [0.3571, 3.1883, 0.4839], [2.6057, 2.2609, -1.6053], [2.1445, 3.6411, -2.0558], [2.4672, 3.9270, -3.5799], [2.1485, 2.6685, -4.3917], [3.1205, 1.5190, -4.0106], [3.6601, 1.6969, -2.5663], [4.7939, 5.9478, 2.0851], [6.4934, 6.1168, 2.0924], [6.7556, 5.1747, 0.0045], [5.1701, 5.9218, -0.2774], [5.9046, 3.0481, 0.1906], [4.9694, 3.8017, -1.0979], [3.2219, 4.4197, 0.7692], [4.5315, 2.2051, 2.2601], [3.6104, 3.5548, 2.9613], [6.4674, 3.3919, 2.2062], [5.7096, 4.2580, 3.6785], [0.8188, 1.1051, 0.6801], [1.7116, 3.0182, 2.9672], [2.1050, 1.3070, 2.8146], [-0.0903, 1.8137, 4.1335], [-0.1924, 0.5452, 3.0062], [-2.0814, 2.3049, 2.9105], [-1.5923, 1.5033, 1.5095], [-0.2992, 4.2174, 2.2610], [-1.6325, 3.8898, 0.9794], [0.9036, 4.1198, 0.3312], [-0.1705, 2.8881, -0.4375], [1.7418, 1.5852, -1.6944], [2.5942, 4.4746, -1.4797], [1.0648, 3.7175, -1.9468], [3.5200, 4.1565, -3.6739], [1.8896, 4.7851, -3.9714], [2.1484, 2.8886, -5.4788], [1.0879, 2.3795, -4.1607], [3.9219, 1.5582, -4.7669], [2.6049, 0.5495, -4.0655], [4.4600, 2.4015, -2.6115], [4.0399, 0.7450, -2.2348], [-3.7796, -4.1550, 4.4210], [-4.1376, -5.1700, 3.6194], [-4.0531, -5.0769, 2.2346], [-4.5020, -6.1654, 1.5269], [-4.3600, -6.0868, 0.1592], [-5.0369, -7.3077, 2.0942], [-5.4338, -8.2858, 1.2964], [-5.0929, -7.3778, 3.4781], [-5.5125, -8.4518, 4.1288], [-4.6050, -6.3198, 4.2360], [-4.6786, -6.4301, 5.5742], [-3.1607, -3.4269, 1.4923], [-1.2392, -3.3353, 2.4341], [-4.6428, -2.1168, 1.9682], [-5.9363, -2.3142, 1.4649], [-6.0834, -3.4036, 0.6450], [-7.0009, -1.4666, 1.7075], [-8.2656, -1.7209, 1.2759], [-6.7923, -0.3826, 2.5430], [-7.8470, 0.4042, 2.8452], [-5.5098, -0.1022, 3.0007], [-5.1821, 0.9469, 3.7825], [-4.4850, -0.9740, 2.7269], [-3.2461, -0.6741, 3.1584], [-3.1828, -3.5201, -0.4497], [-3.8708, -2.6245, -1.3046], [-4.6060, -1.6266, -0.8742], [-3.7575, -2.7791, -2.6390], [-4.3695, -1.9509, -3.4999], [-2.9131, -3.7377, -3.2237], [-2.7950, -3.7317, -4.5695], [-2.2762, -4.6885, -2.4456], [-1.5968, -5.6754, -2.9982], [-2.4472, -4.5688, -1.0547], [-1.8468, -5.4271, -0.2682], [-3.7707, 1.6008, -1.0186], [-2.8711, 1.2291, -1.9713], [-2.8779, 1.7870, -3.2096], [-1.9282, 1.3948, -4.1751], [-1.0165, 0.4309, -3.8373], [-0.9700, -0.1463, -2.5549], [-1.8655, 0.3007, -1.6102], [-1.7343, -0.2434, -0.1976], [-2.7915, -0.2420, 0.4461], [-0.6301, -0.7525, 0.0517], [-3.6455, 0.9213, -0.2591], [-3.5204, 2.6049, -3.4200], [-1.9201, 1.8510, -5.1487], [-0.3078, 0.0182, -4.5513], [-0.1811, -0.8609, -2.3117]],
  "lowdin_charge": [0.004, 0.534, -0.740, -0.144, -0.136, -0.170, -0.151, -0.695, 0.589, 0.077, 0.075, 0.087, 0.068, -0.232, -0.216, -0.241, -0.481, -0.233, -0.195, 1.131, -0.434, -0.192, -0.132, -0.154, -0.188, -0.225, -0.442, -0.199, -0.196, -0.215, -0.179, -0.221, 0.095, 0.111, 0.108, 0.115, 0.118, 0.080, 0.123, 0.094, 0.089, 0.103, 0.115, 0.093, 0.099, 0.070, 0.081, 0.076, 0.086, 0.074, 0.118, 0.104, 0.091, 0.108, 0.106, 0.097, 0.086, 0.090, 0.105, 0.100, 0.100, 0.101, 0.104, 0.074, 0.099, 0.077, -0.230, -0.120, -0.182, 0.064, -0.156, 0.120, -0.150, 0.119, -0.137, 0.099, 0.668, 0.279, -0.098, -0.198, 0.064, -0.131, 0.085, -0.124, 0.096, -0.129, 0.099, -0.234, 0.079, -0.115, -0.245, 0.129, -0.148, 0.107, -0.105, 0.101, -0.164, 0.125, -0.288, 0.082, 0.021, -0.282, -0.029, -0.095, -0.119, -0.010, -0.063, -0.596, -0.001, -0.109, 0.084, 0.097, 0.090, 0.095, 0.109]
}